w | 13
Properties=species:S:1:pos:R:3:lowdin_charge:R:1 method="wB97M-V/def2-TZVPD" multiplicity=1 charge=0 gap_ha="0.269 / 0.269" mol_weight_g_mol=231.062
C -1.648 -0.278 0.703 -0.384
C 0.432 -0.194 -1.030 -0.630
N 1.810 1.517 -0.700 -0.298
N 0.653 0.911 -0.402 -0.205
N 2.262 -1.335 0.348 -0.604
S -0.989 -1.116 -0.762 0.855
I 3.486 0.103 0.062 1.176
H -2.492 -0.862 1.052 0.029
H -1.953 0.726 0.426 0.032
H -0.862 -0.244 1.451 0.036
H 1.070 -0.580 -1.826 0.064
H 1.902 2.323 -0.077 0.022
H 2.326 -2.019 -0.404 -0.092

---

x | 13
Properties=species:S:1:pos:R:3:lowdin_charge:R:1 method="wB97M-V/def2-TZVPD" multiplicity=1 charge=0 gap_ha=0.261 mol_weight_g_mol=231.062
C 2.010 0.098 -0.859 -0.377
C 0.067 -0.272 0.878 -0.608
N -1.271 1.536 0.744 -0.180
N -0.200 0.901 0.317 -0.247
N -1.654 -1.450 -0.257 -0.604
S 1.622 -0.961 0.574 0.864
I -2.927 -0.030 -0.144 1.104
H 2.886 0.584 -0.599 -0.012
H 1.291 0.887 -1.053 0.022
H 2.136 -0.620 -1.774 0.078
H -0.414 -0.711 1.734 0.056
H -1.546 2.317 0.232 -0.010
H -2.000 -2.277 0.208 -0.085

---

Most stable structure, least stable structure: w, x.

---

w | 16
Properties=species:S:1:pos:R:3:lowdin_charge:R:1 method="wB97M-V/def2-TZVPD" multiplicity=1 charge=0 smiles=CCCSS.O gap_ha=0.339 mol_weight_g_mol=126.246
C 1.052 1.407 1.631 -0.104
C 0.561 0.129 0.831 -0.372
C 0.311 -1.145 1.690 -0.618
S 0.652 -2.650 0.808 0.432
S 0.416 -2.138 -1.222 0.274
H 0.202 2.056 1.868 0.058
H 1.822 1.937 0.941 0.097
H 1.463 1.040 2.599 0.060
H -0.323 0.489 0.322 0.086
H 1.277 -0.121 0.056 0.025
H 0.911 -1.082 2.688 0.103
H -0.741 -1.158 2.004 0.061
H -0.953 -2.666 -1.504 -0.103
O -2.568 1.336 -3.998 -0.055
H -1.605 1.148 -3.802 0.068
H -2.477 1.417 -4.911 -0.013

---

x | 16
Properties=species:S:1:pos:R:3:lowdin_charge:R:1 method="wB97M-V/def2-TZVPD" multiplicity=1 charge=0 smiles=CCO.CSS gap_ha=0.314 mol_weight_g_mol=126.246
C -1.971 -0.060 -1.677 -0.085
C -2.554 -1.213 -0.758 -0.345
O -1.619 -2.107 -0.240 -0.110
H -1.582 0.765 -0.934 0.076
H -2.808 0.280 -2.294 0.065
H -1.045 -0.483 -2.142 0.065
H -3.041 -0.768 0.185 0.136
H -3.313 -1.750 -1.214 0.073
H -1.478 -2.749 -0.963 0.105
C 1.765 2.328 1.037 -0.584
S 0.747 0.959 1.069 0.354
S 1.530 -0.462 -0.143 0.317
H 1.368 3.173 1.669 0.057
H 2.720 2.005 1.492 0.023
H 2.098 2.701 0.003 0.064
H 0.142 -0.610 -0.306 -0.211

---

y | 16
Properties=species:S:1:pos:R:3:lowdin_charge:R:1 method="wB97M-V/def2-TZVPD" multiplicity=1 charge=0 smiles=CCSSC.O gap_ha=0.296 mol_weight_g_mol=126.246
C -2.492 -0.541 0.438 -0.187
C -1.244 -0.576 -0.452 -0.830
S -0.267 0.778 -0.693 0.685
S 0.275 0.582 1.734 0.592
C 1.390 -0.718 1.241 -0.654
H -3.172 -1.441 0.610 0.098
H -1.954 -0.348 1.366 -0.021
H -3.145 0.364 0.440 0.078
H -1.469 -0.986 -1.512 0.108
H -0.603 -1.383 -0.027 0.029
H 2.260 -0.519 0.469 0.049
H 1.195 -1.855 0.745 0.104
H 1.778 -0.977 2.341 0.049
O 1.880 -0.377 -2.973 -0.167
H 2.718 -0.010 -2.547 0.056
H 1.302 -0.575 -2.119 0.010

---

Most stable structure, least stable structure: w, y.